(1)
12
Properties=species:S:1:pos:R:3 method="wB97M-V/def2-TZVPD" de_lowest_kcal_mol=106.3 gap_ev=7.23 e_tot_ev=-28292.0569
N -0.515 0.767 -1.541
N -0.813 -0.255 -0.627
C -0.575 0.039 0.706
C 0.758 0.304 1.314
N 1.850 -0.361 1.177
S 1.841 -1.619 -0.047
S -0.396 -1.803 -1.242
H -1.061 0.586 -2.322
H 0.455 0.851 -1.812
H -1.126 -0.657 1.466
H -1.136 1.092 0.883
H 0.719 1.056 2.046

---

(2)
12
Properties=species:S:1:pos:R:3 method="wB97M-V/def2-TZVPD" de_lowest_kcal_mol=160.6 gap_ev=6.92 e_tot_ev=-28289.7014
C -1.619 -0.076 -0.013
C 1.022 -0.360 -0.069
H -2.244 1.972 0.130
H -1.009 1.638 -1.102
H -2.449 -1.565 0.816
H 0.604 0.984 -0.174
H 4.480 -1.559 0.654
N -1.481 1.361 -0.315
N -2.611 -0.511 0.654
N 2.230 -0.961 0.010
S -0.443 -1.171 -0.587
S 3.521 0.248 -0.005

---

(3)
12
Properties=species:S:1:pos:R:3 method="wB97M-V/def2-TZVPD" de_lowest_kcal_mol=80.1 gap_ev=8.93 e_tot_ev=-28293.1959
N 1.293 -1.318 -0.248
N 0.554 -0.172 0.126
C 0.973 1.087 -0.255
S 0.595 2.470 0.386
C -0.575 -0.486 0.975
N -1.849 -0.230 0.811
S -2.220 0.894 -0.379
H 1.164 -1.367 -1.307
H 2.276 -1.205 -0.205
H 1.681 0.986 -1.144
H -0.320 -1.118 1.782
H -3.570 0.459 -0.543

---

(4)
11
Properties=species:S:1:pos:R:3 method="wB97M-V/def2-TZVPD" de_lowest_kcal_mol=90.8 gap_ev=8.78 total_charge=+1 e_tot_ev=-8103.7881
C 0.138 0.499 -0.786
C -0.091 0.046 0.465
N -1.768 -0.484 -0.896
N -1.385 -0.616 0.226
N 0.929 0.561 -1.766
N 0.501 0.168 1.679
H -1.832 -1.168 1.025
H 0.832 1.209 -2.536
H 1.666 -0.147 -1.926
H -0.156 0.369 2.476
H 1.165 -0.436 2.038

---

(5)
12
Properties=species:S:1:pos:R:3 method="wB97M-V/def2-TZVPD" de_lowest_kcal_mol=122.9 gap_ev=8.99 e_tot_ev=-9600.6928
H 1.883 -1.331 -0.636
N 1.006 -1.820 -0.066
C -0.118 -1.162 -0.022
N -1.406 -1.420 0.224
N -2.211 -0.554 0.216
N -1.459 0.677 -0.155
N -0.113 0.186 -0.523
C 0.899 0.949 0.438
H -1.773 1.088 -0.982
H 0.745 0.542 1.440
H 0.812 2.083 0.217
H 1.735 0.762 -0.152

---

(6)
13
Properties=species:S:1:pos:R:3 method="wB97M-V/def2-TZVPD" de_lowest_kcal_mol=150.5 gap_ev=7.67 e_tot_ev=-11646.0168
N 2.278 -0.151 0.078
N 1.150 0.511 -0.228
C -0.016 -0.131 -0.164
C -0.334 -1.489 0.145
N -1.650 -1.703 0.054
O -2.219 -0.472 -0.253
N -1.285 0.527 -0.414
N -1.496 1.724 0.346
H 3.102 0.527 -0.438
H 2.411 -1.338 -0.330
H 0.341 -2.337 0.668
H -0.702 1.823 0.885
H -1.582 2.509 -0.350